A structure of composition C11H33BClCoNO5 in a non-equilibrium geometry. Source: OMol25; level of theory: ωB97M-V/def2-TZVPD.

Positions of all 53 atoms, in Å:
Co (-1.71653, -0.59059, 1.25144)
B (-1.79497, -2.93266, 0.98679)
H (-2.67360, -2.18700, 0.86014)
H (-0.82268, -2.47083, 1.45174)
H (-2.11225, -3.93869, 1.45864)
H (-1.47166, -3.19565, -0.09984)
Cl (0.62235, -0.10108, 1.08884)
C (3.01398, 1.89386, -1.36484)
C (2.94861, 3.39672, -1.33849)
O (2.77449, 3.88313, -2.67145)
O (3.34891, 1.42070, -0.05815)
H (3.73989, 1.51080, -2.08155)
H (2.02028, 1.48367, -1.57077)
H (3.87169, 3.81519, -0.92082)
H (2.15057, 3.75875, -0.68148)
H (2.81531, 4.84176, -2.63119)
H (2.68504, 0.77736, 0.20893)
C (-1.06649, 2.72375, 1.89345)
O (-1.82204, 1.77491, 1.18935)
C (-2.02624, 2.12613, -0.17657)
C (-3.01753, 1.09394, -0.62378)
N (-2.33504, -0.23390, -0.68743)
C (-1.25538, -0.40967, -1.67356)
C (-1.59533, -0.19316, -3.14314)
O (-1.88124, 1.20962, -3.32171)
C (-2.75812, 1.44527, -4.41335)
H (-1.37675, 3.74411, 1.64936)
H (0.01791, 2.75141, 1.71413)
H (-1.11114, 2.53405, 2.96406)
H (-1.11545, 2.12276, -0.77412)
H (-2.51214, 3.10429, -0.24089)
H (-3.51979, 1.34808, -1.55545)
H (-3.78858, 0.92441, 0.13209)
H (-3.05750, -0.84201, -1.07193)
H (-0.88022, -1.43239, -1.59549)
H (-0.38632, 0.20548, -1.44334)
H (-2.51266, -0.69881, -3.45269)
H (-0.74240, -0.54228, -3.72533)
H (-2.99048, 0.52842, -4.95804)
H (-2.31687, 2.14015, -5.12558)
H (-3.71286, 1.84989, -4.07081)
C (2.07828, -3.83234, 2.08119)
C (2.16030, -2.87030, 3.26365)
C (2.73983, -3.47166, 4.52736)
O (2.92721, -1.72895, 2.93337)
H (1.61787, -4.80375, 2.24360)
H (3.14441, -4.01240, 1.87661)
H (1.65378, -3.33247, 1.21137)
H (1.11382, -2.65376, 3.54457)
H (2.40232, -2.89654, 5.39498)
H (3.82450, -3.38565, 4.59566)
H (2.30131, -4.46764, 4.61974)
H (2.39960, -1.18442, 2.33074)

Properties
orbital gap (spin up / spin down) = 8.916 / 8.255 eV
2S+1 = 4



A cluster of 2 separate species, C11H33BN2OP in total. Source: OMol25; level of theory: ωB97M-V/def2-TZVPD.

Positions of all 49 atoms, in Å:
C (0.52997, -2.49066, 1.46151)
N (0.60845, -2.68847, 0.02051)
C (0.87084, -4.08161, -0.31138)
B (-0.39269, -2.00985, -0.76277)
O (-0.48101, -2.46201, -2.10395)
P (-1.48941, -0.42439, -0.18770)
C (-3.11444, -1.22140, -0.91796)
C (-3.33009, -2.65498, -0.44004)
C (-4.73941, -2.94487, 0.06681)
N (-4.99049, -4.31994, 0.52469)
H (0.36733, -1.43695, 1.68077)
H (1.46771, -2.80867, 1.93407)
H (-0.29180, -3.05945, 1.91713)
H (1.60330, -4.49560, 0.38862)
H (-0.03357, -4.70506, -0.24955)
H (1.26996, -4.16480, -1.32074)
H (-1.33365, -2.88330, -2.25817)
H (-1.15167, 0.22022, -1.50083)
H (-2.23600, 0.82073, 0.18254)
H (-1.86982, -1.04118, 1.14157)
H (-0.26036, 0.17088, 0.43675)
H (-3.12844, -1.15857, -2.01109)
H (-3.91831, -0.57169, -0.54790)
H (-3.12977, -3.37876, -1.24551)
H (-2.62752, -2.85488, 0.38923)
H (-5.47057, -2.70584, -0.71077)
H (-4.94177, -2.27987, 0.91088)
H (-4.37230, -4.51154, 1.30748)
H (-4.69644, -4.96376, -0.20432)
C (2.79199, 5.97494, -0.01758)
C (3.65255, 4.71844, 0.06282)
C (3.19789, 3.60669, -0.88188)
C (1.78322, 3.08220, -0.62586)
C (1.53602, 2.54601, 0.78214)
C (2.41301, 1.35142, 1.13850)
H (1.75608, 5.76564, 0.25196)
H (3.15788, 6.75093, 0.65765)
H (2.79525, 6.38374, -1.03118)
H (3.65909, 4.34787, 1.09166)
H (4.68929, 4.97838, -0.17273)
H (3.90974, 2.77892, -0.81924)
H (3.25399, 3.97488, -1.91262)
H (1.57053, 2.28176, -1.34027)
H (1.05468, 3.86964, -0.83970)
H (0.49055, 2.23781, 0.84596)
H (1.67655, 3.34136, 1.52345)
H (2.24219, 0.53266, 0.43660)
H (2.17441, 0.97775, 2.13556)
H (3.47704, 1.60527, 1.12490)

Properties
orbital gap = 5.726 eV
net charge = -1



A cluster of 5 separate species, C11H33N6O5 in total in a non-equilibrium geometry. Source: OMol25; level of theory: ωB97M-V/def2-TZVPD.

Positions of all 55 atoms, in Å:
C (-3.97783, 2.84838, -15.89783)
O (-4.33576, 2.65605, -17.23501)
H (-3.79930, 3.89712, -15.66046)
H (-4.83767, 2.58606, -15.28142)
H (-3.16497, 2.30384, -15.41739)
C (-5.55258, -0.35941, -18.65968)
O (-5.11811, 0.35408, -19.52050)
N (-5.82154, -1.57694, -18.84095)
N (-5.68020, 0.07843, -17.43692)
H (-6.26793, -2.03987, -18.06214)
H (-5.71240, -2.11255, -19.69026)
H (-6.05246, -0.56606, -16.75417)
H (-5.22009, 0.95885, -17.25455)
C (-2.90179, 5.96588, -18.39615)
O (-2.16725, 5.03884, -18.80095)
N (-2.47786, 7.22312, -18.35888)
N (-4.08099, 5.84947, -17.89459)
H (-3.16870, 7.80095, -17.90176)
H (-1.52434, 7.40225, -18.63962)
H (-4.54642, 6.66692, -17.52683)
H (-4.47839, 4.93143, -17.75541)
C (-5.45677, 5.64968, -12.32813)
C (-3.98714, 5.91945, -12.40120)
C (-3.48659, 6.54985, -13.69860)
O (-2.45544, 7.49210, -13.48618)
C (-1.68655, 7.99773, -14.66585)
N (-3.83852, 6.85701, -11.25857)
H (-5.60451, 5.16208, -11.36453)
H (-5.86666, 5.07174, -13.15643)
H (-6.04092, 6.56371, -12.43498)
H (-3.35562, 5.04963, -12.22041)
H (-4.28224, 7.15475, -14.13347)
H (-3.30919, 5.77269, -14.44201)
H (-2.38775, 8.15795, -15.48483)
H (-0.98646, 7.24942, -15.03734)
H (-1.15617, 8.89498, -14.34690)
H (-3.21438, 6.28529, -10.70750)
H (-3.24736, 7.58054, -11.64213)
C (-0.69554, 1.51173, -12.74056)
C (-1.36348, 0.27452, -13.16046)
C (-2.84858, 0.37696, -13.05016)
O (-3.28213, 0.92234, -11.72872)
C (-4.70355, 0.75629, -11.52767)
N (-0.94060, -0.16071, -14.48750)
H (-1.27358, 2.41074, -12.95443)
H (0.24458, 1.76039, -13.23295)
H (-0.48032, 1.54684, -11.67260)
H (-0.96568, -0.54932, -12.56786)
H (-3.34358, -0.58328, -13.19518)
H (-3.24658, 1.04505, -13.81394)
H (-5.13557, -0.22915, -11.70197)
H (-5.16339, 1.61602, -12.01502)
H (-4.98417, 0.80969, -10.47577)
H (0.00932, 0.18116, -14.45764)
H (-1.34526, 0.54952, -15.08074)

Properties
orbital gap (spin up / spin down) = 9.611 / 7.106 eV
2S+1 = 2



A cluster of 6 separate species, C11H34BrN8O5 in total in a non-equilibrium geometry. Source: OMol25; level of theory: ωB97M-V/def2-TZVPD.

Positions of all 59 atoms, in Å:
Br (0.91003, -0.64481, 1.92596)
C (3.73510, 0.69880, -1.17363)
C (2.59129, 0.45280, -2.16350)
C (3.07188, 0.26577, -3.62831)
O (3.54073, 1.44347, -4.26859)
C (2.48573, 2.18517, -4.92671)
N (1.85942, -0.62612, -1.63635)
H (4.38616, -0.17240, -1.10124)
H (3.27491, 0.82254, -0.19332)
H (4.20538, 1.62296, -1.50957)
H (1.95298, 1.33635, -2.16539)
H (2.15469, -0.12195, -4.07162)
H (3.89751, -0.41970, -3.81956)
H (1.65778, 1.58982, -5.31163)
H (2.97719, 2.86062, -5.62695)
H (2.00283, 2.87203, -4.23163)
H (0.98749, -0.47809, -2.12413)
H (1.73240, -0.36347, -0.66941)
C (-2.13738, -3.63387, -1.56752)
C (-1.48013, -2.40767, -0.93990)
C (-2.50545, -1.76621, -0.04070)
O (-3.29854, -0.86765, -0.81959)
C (-4.59764, -0.65166, -0.30368)
N (-0.33701, -2.90740, -0.24869)
H (-2.39875, -4.39407, -0.83139)
H (-1.47376, -4.26152, -2.16230)
H (-3.08786, -3.38208, -2.03793)
H (-1.10375, -1.69946, -1.67805)
H (-2.12510, -1.11831, 0.74902)
H (-3.10982, -2.45001, 0.55533)
H (-4.54097, -0.27746, 0.71851)
H (-5.06449, -1.58923, -0.00180)
H (-5.21828, -0.01215, -0.93132)
H (0.10473, -2.27437, 0.40265)
H (0.40936, -3.11441, -0.89690)
C (1.38547, 3.29803, 2.89697)
O (1.86146, 4.37322, 2.79670)
N (0.60217, 2.73863, 2.07584)
N (1.45067, 2.54283, 3.98421)
H (0.45929, 3.34150, 1.27820)
H (0.64098, 1.72967, 2.05134)
H (1.68323, 2.87214, 4.91026)
H (1.15290, 1.58703, 3.85045)
C (-1.30946, -1.93960, 5.31614)
O (-1.99096, -2.40463, 6.22335)
N (-1.05624, -2.48822, 4.20123)
N (-0.55071, -0.87902, 5.51744)
H (-0.51296, -2.10444, 3.44119)
H (-1.51612, -3.37888, 4.07738)
H (-0.65522, -0.21246, 6.26901)
H (0.09681, -0.72663, 4.75744)
C (-1.28935, 2.13180, -1.19569)
O (-2.22435, 2.66323, -1.86368)
N (-0.20888, 2.70002, -0.87103)
N (-1.21420, 0.85636, -0.77556)
H (0.35277, 2.25286, -0.16061)
H (-0.05788, 3.68297, -1.04735)
H (-0.48054, 0.51221, -0.17275)
H (-2.07756, 0.33512, -0.83057)

Properties
orbital gap = 9.150 eV
net charge = -1